# C19H17NO4

3 unconnected molecules or ions with the total composition C19H17NO4 at a distorted geometry (the ωB97M-V functional and the def2-TZVPD basis, the OMol25 dataset).

Properties
E ... -1089.901398 Ha

ORCA input file:
```
! wB97M-V def2-TZVPD RIJCOSX def2/J DEFGRID3
* xyz 0 1
C -1.39168 -4.47966 3.60072
C 2.34551 3.37837 -2.16138
C 1.37230 -4.23714 3.44913
H 0.93698 1.01916 -0.10954
O -4.24326 -1.49269 -1.02197
H 2.28322 6.05720 -4.22467
H 1.41523 -6.37457 3.61452
H 3.28540 7.11482 -2.23058
C -0.81266 -3.22492 3.47145
H 0.55087 -1.23090 0.58534
H 3.10338 3.38279 -0.15083
H -2.45200 1.06612 -2.52379
C -0.64386 1.19324 -1.34661
C 2.45834 5.47161 -3.33200
H -1.04196 -6.59016 3.74535
C -4.26527 -0.22421 -0.25390
C 2.11656 4.12736 -3.30708
N 0.13538 0.52592 -0.47520
H -0.40267 2.20425 -1.62632
H 1.02209 -2.12659 3.29247
C -2.05604 -0.71843 -1.45679
C 2.91824 3.96907 -1.04285
H -2.46772 -4.57402 3.66313
O -3.39177 -1.80852 -3.06535
C -0.58972 -5.61170 3.64919
O -4.03250 -0.32718 0.94044
C 0.79146 -5.49104 3.57492
H -1.43867 -2.34201 3.43100
C -0.11735 -0.73004 -0.09618
H 1.67303 3.66447 -4.17924
C 3.25528 5.31463 -1.06771
H -1.42997 -2.39222 -0.23681
H 2.44930 -4.14188 3.39375
C -3.30857 -1.40005 -1.95411
C 3.02388 6.06513 -2.21173
C 0.56910 -3.10604 3.39447
C -1.22710 -1.39079 -0.57209
H 3.69815 5.77786 -0.19596
C -1.76477 0.58371 -1.85303
O -4.40564 0.77177 -0.96712
H 2.07948 2.32726 -2.14308
*
```

# C3H4O2Zn

A molecular structure, C3H4O2Zn at a distorted geometry (the ωB97M-V functional and the def2-TZVPD basis, the OMol25 dataset).

Properties
E ... -2046.337580 Ha

ORCA input file:
```
! wB97M-V def2-TZVPD RIJCOSX def2/J DEFGRID3
* xyz 0 1
H -0.55526 -0.40430 -1.82657
H 1.86182 -0.14702 -1.90933
O -0.71423 0.18293 0.16036
C 1.39831 -0.08610 -0.91446
H 2.28864 2.08533 1.14292
O -1.97992 -0.67145 1.59035
C 0.07364 0.00398 -1.02762
H -2.88343 -0.95727 1.76572
Zn 2.34459 0.47026 0.72489
C -1.83418 -0.47636 0.29373
*
```

# C8H32O8

8 unconnected molecules or ions with the total composition C8H32O8 at a distorted geometry (the ωB97M-V functional and the def2-TZVPD basis, the OMol25 dataset).

Properties
E ... -925.683840 Ha
Structure (SMILES) ... CO.CO.CO.CO.CO.CO.CO.CO

ORCA input file:
```
! wB97M-V def2-TZVPD RIJCOSX def2/J DEFGRID3
* xyz 0 1
H 2.03802 3.79277 -4.19064
C 4.29732 -3.49353 -2.14145
H -7.75845 -0.22878 1.10327
C 4.01359 3.39132 -4.28288
C 1.29428 -5.92283 2.36274
C -2.91888 2.64128 -5.11982
H -3.75395 1.94159 -5.08530
H 2.02938 8.33789 -0.70053
H -6.18425 -1.73027 2.49465
O -1.04463 -0.16872 1.19306
H -1.99252 2.08954 -4.96004
H 1.30678 -6.27611 3.39381
O -7.93916 -1.11626 1.42159
H -2.13339 -1.40523 5.87277
O -2.86158 3.61885 -4.03434
H 5.83212 -4.18809 -1.23978
H -0.58614 -1.00052 1.33273
O 1.67119 -4.49869 2.34391
H 4.57037 2.53574 -4.66508
C 2.21595 6.70387 0.34412
H 5.00359 -3.32794 -2.95500
H -1.62268 -3.27628 8.06222
C -6.63744 -1.77600 1.50438
H 2.70520 5.73260 0.27089
H 2.60361 -4.41838 2.13000
H 3.87585 3.29986 -3.20549
C -1.50551 -3.00685 7.01256
H 2.21627 7.02339 1.38624
H -2.01213 -3.89904 6.64458
H -6.79454 -2.84258 1.34365
H -5.92238 -1.54914 0.71360
H 3.53123 -4.24787 -2.32090
H 0.34326 -6.18288 1.89795
H 4.58846 4.31708 -4.25816
O 5.06860 -3.65575 -1.00469
O 2.72953 7.68966 -0.59473
H -0.45725 -3.09053 6.72577
H 2.10849 -6.54793 1.99613
H 3.77225 -2.54080 -2.07290
C -0.44087 0.39010 0.00767
H -2.65007 3.03669 -6.09936
O 2.74149 3.63160 -4.82368
H 0.62834 0.17831 0.00128
H -3.70680 3.86233 -3.64974
H -0.50512 1.47773 -0.02433
H 1.19115 6.49676 0.03592
H -0.84299 -0.01398 -0.92138
O -2.10558 -1.78385 6.75452
*
```

# C36H43AsFIN2O6PdS

A molecular structure, C36H43AsFIN2O6PdS at a distorted geometry (the ωB97M-V functional and the def2-TZVPD basis, the OMol25 dataset).

Properties
E ... -5117.835327 Ha
Expectation value of S² ... 6.06

ORCA input file:
```
! wB97M-V def2-TZVPD RIJCOSX def2/J DEFGRID3
* xyz 0 5
H -2.57672 1.20490 -1.16487
H 3.84286 1.94068 3.65555
H 5.70100 3.83179 2.79913
O -0.92446 -3.40393 -0.88471
H 4.86784 5.37679 2.61351
C -2.25226 -5.91245 -4.61382
O 1.23919 -2.43271 -2.25061
H -4.55328 3.82510 -0.28609
C -1.78552 -4.74460 -4.03583
C -2.25023 -1.92810 4.36705
N -0.34850 -0.12303 1.19370
H -2.86800 -5.20873 -0.86696
C 2.63944 -2.27246 0.30317
C -1.64004 2.73154 1.06846
C 1.92272 0.32799 2.91189
H 1.52544 5.05269 -0.66096
C -3.76234 3.70171 0.44119
O 3.53537 -0.98227 -1.82610
O 1.54291 -0.06754 -0.76979
H 2.53412 -1.72994 -5.95979
H 0.05862 -0.53890 -3.40293
C -5.06912 5.17325 2.00437
C -3.86548 4.34385 1.66821
H -4.92107 5.69790 2.94661
C -1.76209 0.07358 3.13659
C 3.23925 -1.93256 -5.15190
C -2.58559 2.29347 -1.23536
H 1.16209 0.39960 3.69562
H -2.83724 0.04657 4.96254
O -1.42287 -2.20933 -2.66654
C -2.32672 -0.54929 4.22171
C -1.60923 -2.69174 3.39591
C -1.98917 -4.50887 -2.68099
H 2.26618 -2.06828 1.29891
C -2.70205 -5.42203 -1.91391
H 4.00709 -3.37018 -2.75881
C -1.01933 -2.08852 2.31095
H 1.68765 0.17927 -3.44241
C 3.21844 -3.71357 -3.43002
C -2.82135 4.20186 2.56647
H -1.66641 2.61488 -1.73513
H 1.96266 -2.90013 -0.26606
H 4.67169 4.43155 4.09437
C -3.19316 -6.57899 -2.49307
Pd -0.27085 -1.24338 -0.82518
H 4.00959 -2.59779 -5.53241
C 1.81830 3.50781 0.79784
O 3.67927 0.12721 0.32280
H 1.03293 3.42580 -1.18298
H -3.75598 -7.28721 -1.90277
H -2.68581 -2.40301 5.23233
H -2.08080 -6.11423 -5.65955
H -1.57799 -3.76501 3.50746
F -2.31654 -0.81273 -0.46473
H 2.82717 -0.08950 3.34796
N 2.57179 -2.56957 -4.03871
C 2.87755 4.19804 1.36719
C 4.77952 4.37113 3.01231
H 2.47656 -4.25726 -2.84879
H 3.63077 -4.36321 -4.19695
H -0.98802 3.67360 4.28232
C 3.61694 3.65102 2.40316
C 1.07322 -0.63968 -3.81572
H 0.18081 4.10111 3.03193
H 1.56856 -0.34615 2.13825
H -3.43565 2.59329 -1.84328
H 3.70891 -1.00131 -4.83262
As -0.12431 1.44488 0.42523
C -1.70281 3.42133 2.28242
C -2.66557 2.90930 0.12879
H -0.14360 2.40651 3.37719
S 2.89442 -0.69803 -0.56045
C 2.21439 1.67080 2.32073
H 0.02577 4.33325 -0.03742
H 3.13612 5.17534 0.98698
H -0.50190 -2.65586 1.53543
C -1.06371 -0.67789 2.16674
C 1.05807 4.12409 -0.34053
H -1.85658 1.13757 2.99219
C 1.65677 -1.92664 -3.30284
C -0.60132 3.39074 3.30452
C -1.41702 -3.28340 -2.03679
H -2.87540 4.71571 3.51927
H 3.61934 -2.72959 0.35389
H -5.26457 5.90201 1.21746
H 1.03979 -0.61479 -4.90001
I -3.62919 -8.62298 -4.69368
C 3.26987 2.39178 2.85921
H -5.94941 4.53566 2.09650
C 1.46266 2.25206 1.29874
H -1.24766 -4.01233 -4.61972
C -2.94676 -6.81930 -3.83298
*
```

# C4H10NO

A gas-phase ion, C4H10NO (charge +1) at a distorted geometry (the ωB97M-V functional and the def2-TZVPD basis, the OMol25 dataset).

Properties
E ... -288.090469 Ha
Structure (SMILES) ... CC[C@H]([NH3+])C=O

ORCA input file:
```
! wB97M-V def2-TZVPD RIJCOSX def2/J DEFGRID3
* xyz 1 1
H 0.49941 1.69181 -1.70548
C 0.63755 -1.83268 -0.20725
H 0.84541 0.46344 1.16276
C -0.53598 -0.96824 0.23353
N -0.98823 1.57480 0.52759
C 0.93224 1.05330 -0.88817
H -0.81931 -1.27009 1.22026
H 0.24734 -2.87590 -0.33483
H 1.44616 -1.77046 0.48021
H 0.89622 -1.59040 -1.21151
H -1.43203 -1.10260 -0.34129
C 0.14999 0.59907 0.29623
O 2.04353 0.68863 -1.09093
H -1.90748 1.31734 -0.03188
H -0.65366 2.54492 0.35249
H -1.36118 1.47706 1.53826
*
```

# C3H6O3

A single C3H6O3 molecule (the ωB97M-V functional and the def2-TZVPD basis, the OMol25 dataset).

Properties
E ... -343.618109 Ha
Structure (SMILES) ... COC(=O)CO

ORCA input file:
```
! wB97M-V def2-TZVPD RIJCOSX def2/J DEFGRID3
* xyz 0 1
O 0.39777 -0.59021 0.84017
C -0.43294 -0.24411 -0.15160
H 0.20646 1.31705 1.58742
C 0.19784 -0.46811 -1.50916
H 1.24660 -0.16495 -1.42282
H 1.40861 0.24010 2.36507
O -0.43740 0.30524 -2.48455
C 0.40102 0.30652 1.95355
H -1.31718 0.51780 -2.13790
H -0.34678 0.04664 2.70351
O -1.51176 0.27634 0.00107
H 0.18776 -1.54231 -1.74475
*
```